ORCA calculation (ωB97M-V/def2-TZVPD) on a molecular structure, C36H52AsBClN6O4PtS3.

The geometry in XYZ format:
```
105
Properties=species:S:1:pos:R:3:forces:R:3
Pt 1.47522 0.66147 1.29184 -0.2 -0.4 0.0
C 5.30665 -2.06042 -0.93225 0.0 0.0 0.0
C 3.83708 -2.32393 -1.01571 0.0 0.0 0.0
C 3.29959 -3.37888 -1.69149 0.0 0.0 0.0
C 1.89811 -3.61706 -1.69425 0.1 0.0 0.0
N 1.08217 -2.79118 -1.09636 0.0 0.0 0.0
N 1.60457 -1.72178 -0.47249 0.1 0.0 0.2
B 0.52228 -0.85927 0.19692 0.0 0.0 -0.1
N -0.33950 -1.69588 1.17128 0.1 0.0 0.1
N -1.40459 -2.30162 0.63372 0.0 0.1 0.0
C -2.09837 -3.10316 1.40147 0.0 0.0 0.1
C -1.70240 -3.34504 2.74649 0.0 0.0 -0.1
C -0.62818 -2.70995 3.29951 0.0 0.0 0.0
C -0.16503 -2.89957 4.70756 0.0 0.0 0.0
C 0.03821 -1.81080 2.43591 0.0 0.0 -0.1
S 1.36444 -0.82595 2.98027 0.0 0.0 0.0
C -3.33116 -3.76611 0.81971 0.0 0.0 0.0
C -3.10395 -5.28621 0.80598 0.0 0.0 0.0
C -3.59845 -3.27253 -0.60129 0.0 0.0 0.0
C -4.53516 -3.43198 1.71459 0.0 0.0 0.0
N -0.38817 -0.06894 -0.75280 0.1 0.1 0.0
N -0.43793 -0.47689 -2.02367 -0.1 0.0 0.0
C -1.38729 0.00667 -2.78360 0.0 0.0 0.0
C -2.34760 0.90708 -2.24816 0.0 0.0 0.0
C -2.25196 1.37332 -0.96672 -0.1 0.0 0.0
C -3.21570 2.35129 -0.37341 0.0 0.0 -0.1
C -1.17167 0.87108 -0.20883 0.1 -0.1 0.0
S -0.79816 1.39533 1.41512 0.2 0.2 -0.1
C -1.45480 -0.45553 -4.22502 0.0 0.0 0.0
C -0.21691 -1.27233 -4.59100 0.0 0.0 0.0
C -1.55755 0.76820 -5.14662 0.0 0.0 0.0
C -2.71172 -1.32857 -4.37105 0.0 0.0 0.0
C 2.91074 -1.47984 -0.34718 0.0 0.0 -0.1
S 3.49751 -0.16733 0.63498 0.0 0.1 -0.1
C 1.31847 -4.84699 -2.36468 0.0 0.0 0.0
C -0.20312 -4.87084 -2.23260 0.0 0.0 0.0
C 1.91408 -6.08529 -1.67315 0.0 0.0 0.0
C 1.71280 -4.84256 -3.84929 0.0 0.0 0.0
H 5.85360 -2.73058 -1.59077 0.0 0.0 0.0
H 5.66528 -2.21243 0.08800 0.0 0.0 0.0
H 5.53888 -1.03240 -1.21413 0.0 0.0 0.0
H 3.95196 -4.06439 -2.21642 0.0 0.0 0.0
H -2.27819 -4.03637 3.34789 0.0 0.0 0.0
H -0.83291 -3.56366 5.25039 0.0 0.0 0.0
H -0.12690 -1.94440 5.23616 0.0 0.0 0.0
H 0.83749 -3.33252 4.72847 0.0 0.0 0.0
H -2.25418 -5.55695 0.17689 0.0 0.0 0.0
H -3.99003 -5.77751 0.40485 0.0 0.0 0.0
H -2.93408 -5.68628 1.80701 0.0 0.0 0.0
H -2.73622 -3.43066 -1.24944 0.0 0.0 0.0
H -3.84877 -2.20945 -0.61227 0.0 0.0 0.0
H -4.44430 -3.82202 -1.01341 0.0 0.0 0.0
H -4.42971 -3.83164 2.72378 0.0 0.0 0.0
H -5.43220 -3.87755 1.28516 0.0 0.0 0.0
H -4.69556 -2.35416 1.78161 0.0 0.0 0.0
H -3.15934 1.24560 -2.87930 0.0 0.0 0.0
H -4.02725 2.56080 -1.06622 0.0 0.0 0.0
H -2.71053 3.29363 -0.14783 0.0 0.0 0.0
H -3.64104 1.96903 0.55514 0.0 0.0 0.0
H 0.69365 -0.67599 -4.51276 0.0 0.0 0.0
H -0.30974 -1.61489 -5.62124 0.0 0.0 0.0
H -0.11292 -2.14383 -3.94401 0.0 0.0 0.0
H -0.71059 1.44316 -5.00991 0.0 0.0 0.0
H -2.48104 1.32904 -4.99688 0.0 0.0 0.0
H -1.55333 0.43420 -6.18386 0.0 0.0 0.0
H -2.65853 -2.20618 -3.72346 0.0 0.0 0.0
H -2.79630 -1.67068 -5.40237 0.0 0.0 0.0
H -3.62389 -0.77739 -4.13377 0.0 0.0 0.0
H -0.50383 -4.99141 -1.19011 0.0 0.0 0.0
H -0.59912 -5.71067 -2.80267 0.0 0.0 0.0
H -0.65546 -3.95150 -2.60865 0.0 0.0 0.0
H 1.72260 -6.07137 -0.59838 0.0 0.0 0.0
H 2.98982 -6.17006 -1.83267 0.0 0.0 0.0
H 1.45338 -6.98303 -2.08518 0.0 0.0 0.0
H 1.31943 -3.96588 -4.36584 0.0 0.0 0.0
H 1.30276 -5.72993 -4.33097 0.0 0.0 0.0
H 2.79411 -4.86973 -3.99076 0.0 0.0 0.0
C -0.83823 6.12681 0.98137 0.0 0.1 0.3
As 0.83145 5.40559 1.53493 -0.1 0.9 0.0
C 0.63130 4.47113 3.18819 0.1 -0.1 -0.2
C 2.16997 6.85136 1.54790 -0.4 -0.4 0.0
C 2.12672 7.33379 2.96439 0.2 0.2 0.1
C 1.19366 8.29579 3.34532 0.0 -0.1 0.0
C 1.11744 8.69989 4.67114 0.0 0.0 0.0
C 1.97395 8.14696 5.61259 0.0 0.0 0.0
C 2.92132 7.20079 5.23078 0.0 0.0 0.0
C 2.99831 6.79266 3.91065 -0.1 0.0 -0.1
H -1.06072 6.93557 1.68100 -0.1 0.0 -0.1
H -1.61719 5.36933 1.04759 0.0 0.0 -0.1
H -0.73901 6.52297 -0.02678 0.0 0.0 0.0
H 0.53965 5.26967 3.92735 0.0 -0.1 0.1
H 1.50989 3.86539 3.39534 0.0 0.0 0.1
H -0.28434 3.88451 3.14255 0.1 0.0 0.0
H 1.73181 7.55909 0.84356 0.2 0.1 -0.1
H 3.13281 6.48047 1.20555 0.0 0.1 0.0
H 0.55096 8.75848 2.60347 0.0 0.0 0.0
H 0.40840 9.46235 4.96335 0.0 0.0 0.0
H 1.92304 8.47102 6.64316 0.0 0.0 0.0
H 3.60747 6.79825 5.96343 0.0 0.0 0.0
H 3.74567 6.06755 3.60626 0.0 0.0 0.0
O 3.31596 4.80967 -0.51899 0.1 -0.1 0.1
Cl 2.52927 3.70974 -0.15327 0.4 -0.2 -0.1
O 1.04641 4.30400 0.09600 0.2 -0.3 0.3
O 2.30910 2.76507 -1.16944 -0.2 -0.1 0.2
O 2.91535 3.12415 1.10680 -0.5 0.2 -0.4
```
Positions in Å, forces in eV/Å.

Its HOMO-LUMO gap is 0.2343 Ha. Its energy relative to the best compared isomer or geometry (same formula, charge and spin) is 5.7 kcal/mol. As for the spin multiplicity: 1. For the total energy, the calculation gives -6066.13561 a.u. Its largest force on an atom is 0.01837 hartree/bohr. As for the total charge: +3.

Mulliken atomic charge list, values in e, 5 entries: atom 1 (Pt): 2.358, atom 2 (C): -2.038, atom 3 (C): 0.337, atom 4 (C): -0.530, atom 5 (C): 0.028


ORCA calculation (ωB97M-V/def2-TZVPD) on a molecular structure, C36H52AsCoGeOP2S.

The geometry in XYZ format:
```
95
Properties=species:S:1:pos:R:3:forces:R:3
Co -0.22750 -0.26530 0.95949 0.1 0.3 -0.1
C 0.15256 1.46494 -2.14032 0.1 0.0 0.0
C 1.25962 0.42836 -1.84371 0.0 0.1 -0.1
P 1.87039 0.46089 -0.11710 -0.3 -0.5 0.1
C 3.19431 1.71396 -0.07375 0.0 0.1 0.0
C 3.29468 2.64114 0.95577 0.1 -0.1 0.0
C 4.37388 3.51620 1.00530 0.0 0.0 0.0
C 5.35183 3.47474 0.02449 0.0 0.0 0.0
C 5.26435 2.54045 -1.00101 0.0 0.0 0.0
C 4.19857 1.65809 -1.04197 0.0 0.1 -0.1
C 2.91429 -1.02614 0.05645 0.2 0.1 -0.1
C 3.23340 -1.89234 -0.98273 0.0 0.0 0.0
C 4.16050 -2.91070 -0.78485 0.0 0.0 0.0
C 4.77891 -3.06554 0.44447 0.0 0.0 0.0
C 4.46380 -2.20467 1.48924 0.0 -0.1 0.0
C 3.53586 -1.19830 1.29448 0.0 0.1 0.0
C -1.28719 0.95591 -1.98374 -0.1 0.0 -0.1
P -2.01427 0.83140 -0.29221 0.3 0.0 0.0
C -2.94574 2.36063 0.02536 -0.1 0.1 -0.1
C -3.66909 3.00350 -0.97720 0.0 0.0 0.0
C -4.48609 4.08120 -0.67312 0.0 0.0 0.0
C -4.60224 4.51516 0.64171 0.0 0.0 0.0
C -3.89731 3.87115 1.64770 0.0 0.0 0.0
C -3.07374 2.79858 1.33810 0.0 0.1 0.0
C -3.42330 -0.30157 -0.50811 0.0 0.0 0.0
C -4.04072 -0.76978 0.65003 0.0 0.0 0.0
C -5.14595 -1.60048 0.57491 0.0 0.0 0.0
C -5.64715 -1.97550 -0.66455 0.0 0.0 0.0
C -5.04529 -1.50666 -1.82185 0.0 0.0 0.0
C -3.94035 -0.66864 -1.74578 0.0 0.0 0.0
H 0.25992 1.74569 -3.19007 0.0 0.0 0.0
H 0.30458 2.37835 -1.55829 0.0 0.0 0.1
H 2.09482 0.58564 -2.52959 0.0 0.0 0.0
H 0.88469 -0.58433 -2.02193 0.0 0.0 0.0
H 2.53217 2.69353 1.71527 -0.1 0.0 0.0
H 4.44867 4.22788 1.81843 0.0 0.0 0.0
H 6.19047 4.15790 0.06382 0.0 0.0 0.0
H 6.03518 2.49107 -1.75878 0.0 0.0 0.0
H 4.16367 0.91032 -1.82626 0.0 0.0 0.0
H 2.77548 -1.78232 -1.95830 0.0 0.0 0.0
H 4.40254 -3.57908 -1.60174 0.0 0.0 0.0
H 5.50476 -3.85453 0.59196 0.0 0.0 0.0
H 4.94291 -2.32180 2.45272 0.0 0.0 0.0
H 3.33205 -0.50149 2.10344 0.0 0.0 0.0
H -1.35756 -0.04681 -2.41470 0.0 0.0 0.0
H -1.94775 1.58765 -2.58154 0.0 0.0 0.0
H -3.62085 2.65505 -2.00250 0.0 0.0 0.0
H -5.04640 4.57299 -1.45811 0.0 0.0 0.0
H -5.25160 5.34742 0.88204 0.0 0.0 0.0
H -3.98890 4.20207 2.67423 0.0 0.0 0.0
H -2.51251 2.31116 2.12358 0.0 0.0 0.0
H -3.65221 -0.48871 1.62371 0.0 0.0 0.0
H -5.61267 -1.96181 1.48220 0.0 0.0 0.0
H -6.50636 -2.63021 -0.72639 0.0 0.0 0.0
H -5.43524 -1.79126 -2.79039 0.0 0.0 0.0
H -3.49623 -0.31198 -2.66668 0.0 0.0 0.0
C 1.70822 5.64495 -0.97535 0.0 0.0 0.0
As 0.22454 5.50940 0.25536 0.0 0.0 -0.1
C 0.46458 6.92965 1.53687 0.0 0.0 0.0
C -1.34406 5.98295 -0.75955 0.0 0.0 0.0
S 0.08071 3.62371 1.13288 0.0 0.0 0.1
H 1.95175 6.68969 -1.16457 0.0 0.0 0.0
H 1.43605 5.15660 -1.90968 0.0 0.0 0.0
H 2.56167 5.13012 -0.53724 0.0 0.0 0.0
H 0.44914 7.89650 1.03575 0.0 0.0 0.0
H 1.41773 6.78770 2.04230 0.0 0.0 0.0
H -0.33918 6.87254 2.26779 0.0 0.0 0.0
H -1.22886 6.97385 -1.19813 0.0 0.0 0.0
H -2.20641 5.95782 -0.09644 0.0 0.0 0.0
H -1.48538 5.24039 -1.54270 0.0 0.0 0.0
C 0.66776 -4.56125 -0.92137 -0.1 -0.1 0.0
Ge -0.12025 -3.87513 0.73489 0.0 0.0 0.0
C 1.13398 -3.94358 2.24323 0.0 0.0 0.0
C -1.63928 -5.05703 1.13165 0.0 0.0 0.1
C -0.84338 -2.07638 0.51018 -0.2 -0.2 -0.1
H 0.90424 -5.61984 -0.79402 0.0 0.0 0.0
H 1.57416 -4.04261 -1.21409 0.1 0.1 0.0
H -0.05868 -4.48124 -1.73334 0.0 0.0 0.0
H 1.12856 -4.93076 2.70738 0.0 0.0 0.0
H 0.84195 -3.21467 3.00419 0.0 0.0 0.0
H 2.15189 -3.71776 1.92786 0.0 0.0 0.0
H -1.32207 -6.09691 1.22860 0.0 0.0 0.0
H -2.38261 -4.99970 0.33425 0.0 0.0 0.0
H -2.12516 -4.76227 2.06442 0.0 0.0 0.0
H -1.67639 -2.05328 1.23938 0.0 0.0 0.0
H -1.37092 -2.07742 -0.45450 0.1 0.0 0.0
C -0.47119 0.46009 5.32659 0.0 0.0 0.0
C -0.61423 0.88095 3.88569 0.0 0.0 -0.1
O 0.01102 -0.08416 3.00085 0.1 0.0 0.1
H -0.99406 1.16448 5.97379 0.0 0.0 0.0
H 0.57775 0.45464 5.63186 0.0 0.0 0.0
H -0.89081 -0.53302 5.48569 0.0 0.0 0.0
H -0.17892 1.86482 3.69636 0.0 0.0 0.0
H -1.65818 0.89730 3.57627 0.0 0.0 0.0
H 0.88115 -0.33272 3.34090 -0.1 0.1 0.0
```
Positions in Å, forces in eV/Å.

Its HOMO-LUMO gap (spin up / spin down) is 0.3115 / 0.2989 Ha. As for the spin multiplicity: 4. For the total energy, the calculation gives -8254.36628 a.u. Its largest force on an atom is 0.01128 hartree/bohr. As for the total charge: +1.

Mulliken atomic charge list, values in e, 5 entries: atom 1 (Co): -0.035, atom 2 (C): -1.168, atom 3 (C): -1.487, atom 4 (P): 0.599, atom 5 (C): 0.972


Question: Among the records above, which one has the highest total charge?
Answer: C36H52AsBClN6O4PtS3